{"formula": "C45H129FN21O10P7", "method": "ωB97M-V/def2-TZVPD", "species": ["C", "N", "C", "P", "O", "N", "C", "C", "N", "C", "C", "H", "H", "H", "H", "H", "H", "H", "H", "H", "H", "H", "H", "H", "H", "H", "H", "H", "H", "C", "N", "C", "P", "O", "N", "C", "C", "N", "C", "C", "H", "H", "H", "H", "H", "H", "H", "H", "H", "H", "H", "H", "H", "H", "H", "H", "H", "H", "C", "N", "C", "P", "O", "N", "C", "C", "N", "C", "C", "H", "H", "H", "H", "H", "H", "H", "H", "H", "H", "H", "H", "H", "H", "H", "H", "H", "H", "C", "N", "C", "P", "O", "N", "C", "C", "N", "C", "C", "H", "H", "H", "H", "H", "H", "H", "H", "H", "H", "H", "H", "H", "H", "H", "H", "H", "H", "C", "N", "C", "P", "O", "N", "C", "C", "N", "C", "C", "H", "H", "H", "H", "H", "H", "H", "H", "H", "H", "H", "H", "H", "H", "H", "H", "H", "H", "C", "N", "C", "P", "O", "N", "C", "C", "N", "C", "C", "H", "H", "H", "H", "H", "H", "H", "H", "H", "H", "H", "H", "H", "H", "H", "H", "H", "H", "C", "N", "C", "P", "O", "N", "C", "C", "N", "C", "C", "H", "H", "H", "H", "H", "H", "H", "H", "H", "H", "H", "H", "H", "H", "H", "H", "H", "H", "O", "C", "O", "C", "C", "F", "O", "H", "H", "H"], "positions_angstrom": [[-0.4370, -2.4268, -0.2225], [0.2413, -1.1625, -0.3023], [1.3318, -1.1393, -1.2435], [-0.6607, 0.3215, -0.2301], [-1.3827, 0.6689, -1.4621], [-1.6940, 0.3679, 1.2020], [-1.4331, -0.4714, 2.3681], [-2.9022, 1.1124, 1.2241], [0.5880, 1.4363, 0.1664], [1.4722, 1.3012, 1.4034], [0.3628, 2.8615, -0.1067], [-0.9770, -2.6930, -1.1311], [-1.1851, -2.3029, 0.5606], [0.2975, -3.1423, 0.1471], [1.0618, -1.8584, -2.0169], [2.2588, -1.3768, -0.7216], [1.3796, -0.2101, -1.8113], [-1.2825, 0.1975, 3.2155], [-2.3446, -0.9970, 2.6524], [-0.5513, -1.0974, 2.2313], [-2.8755, 1.9024, 0.4737], [-3.7137, 0.4184, 1.0051], [-3.0230, 1.6139, 2.1843], [1.8759, 0.2945, 1.5114], [2.3058, 2.0034, 1.4159], [0.8252, 1.5545, 2.2432], [-0.6173, 3.3033, 0.0727], [0.5386, 2.9235, -1.1807], [1.1626, 3.5093, 0.2522], [1.9535, -7.2749, 3.5187], [2.1409, -5.7933, 3.3853], [0.8183, -5.0700, 3.5158], [3.3756, -5.2208, 2.3715], [3.2579, -5.7973, 0.9876], [3.4255, -3.4841, 2.3952], [3.3790, -2.6378, 3.6216], [3.9142, -2.8359, 1.1465], [4.9425, -5.4990, 3.0434], [5.2813, -5.3905, 4.4511], [6.0465, -5.7523, 2.1884], [1.3292, -7.6391, 2.7027], [1.5397, -7.5043, 4.5006], [2.9216, -7.7743, 3.5568], [0.6089, -5.0419, 4.5851], [0.0659, -5.6877, 3.0253], [0.9656, -4.0728, 3.1011], [2.9991, -1.6581, 3.3318], [2.6725, -2.9476, 4.3917], [4.2952, -2.5983, 4.2107], [4.9974, -2.7197, 1.1105], [3.7461, -3.4755, 0.2800], [3.4336, -1.8576, 1.1442], [6.2945, -5.0153, 4.5955], [4.6025, -4.7880, 5.0548], [5.3665, -6.3744, 4.9124], [6.9130, -6.2020, 2.6733], [6.3142, -4.8054, 1.7196], [5.7520, -6.4466, 1.4014], [3.4621, -0.5870, -8.0802], [2.0801, -0.3486, -7.7499], [1.2302, -0.7619, -8.8340], [1.6658, 0.8527, -6.5718], [2.0737, 2.2048, -6.9930], [-0.0161, 0.6270, -6.2062], [-0.5379, -0.7440, -5.9419], [-0.7811, 1.6343, -5.4627], [2.5685, 0.3328, -5.2098], [2.7752, 1.3328, -4.1207], [2.6675, -1.0274, -4.7420], [3.7865, -1.5456, -8.4853], [4.0163, -0.4875, -7.1469], [3.7615, 0.2202, -8.7487], [1.7855, -0.6613, -9.7666], [0.2605, -0.2689, -8.9034], [0.9436, -1.8127, -8.7925], [-1.5670, -0.8000, -6.2967], [0.0813, -1.4811, -6.4531], [-0.7355, -0.9016, -4.8816], [-1.8337, 1.3694, -5.3627], [-0.4938, 1.7842, -4.4220], [-0.6617, 2.5923, -5.9688], [2.8658, 2.3557, -4.4860], [1.8465, 1.3495, -3.5502], [3.6565, 1.0741, -3.5337], [2.4986, -1.0061, -3.6653], [3.6630, -1.4301, -4.9286], [1.9366, -1.7012, -5.1891], [-6.6069, -4.0593, -5.2584], [-5.5302, -4.4418, -6.1839], [-6.1011, -4.7379, -7.4984], [-3.9677, -3.7074, -5.9362], [-3.8564, -2.2603, -6.2680], [-3.4728, -4.0227, -4.2595], [-3.0671, -2.9653, -3.3753], [-3.7485, -5.3376, -3.5196], [-2.8013, -4.7517, -6.8212], [-2.7288, -6.2048, -6.6038], [-1.6000, -4.0931, -7.4759], [-7.3105, -4.8829, -5.1368], [-7.2791, -3.2676, -5.5892], [-6.1739, -3.8630, -4.2776], [-6.8403, -4.0015, -7.8137], [-6.6584, -5.6473, -7.2737], [-5.3918, -4.8529, -8.3180], [-2.1963, -3.3075, -2.8161], [-2.8541, -2.0448, -3.9188], [-3.9011, -2.7537, -2.7061], [-4.3017, -5.1036, -2.6101], [-4.1510, -6.0382, -4.2513], [-2.7213, -5.5850, -3.2517], [-3.7028, -6.6810, -6.4918], [-2.2277, -6.6551, -7.4607], [-2.1102, -6.2802, -5.7095], [-1.8245, -3.1287, -7.9314], [-1.3039, -4.7528, -8.2915], [-0.8186, -4.0193, -6.7195], [-4.3083, 6.2517, 1.6620], [-4.6434, 5.3060, 0.5586], [-3.7289, 5.3338, -0.6176], [-6.2417, 4.9653, 0.2487], [-7.0247, 6.1603, -0.2159], [-6.2310, 3.7621, -0.8737], [-5.4739, 2.4933, -0.7480], [-7.4093, 3.6356, -1.8206], [-6.8389, 4.2232, 1.6524], [-6.0971, 3.2111, 2.3943], [-8.2767, 4.0645, 1.6839], [-4.1960, 7.2664, 1.2800], [-3.3654, 5.8750, 2.0583], [-5.0166, 6.2469, 2.4905], [-2.7739, 5.6959, -0.2368], [-4.2445, 6.0291, -1.2801], [-3.6155, 4.3903, -1.1515], [-4.8353, 2.5051, 0.1353], [-6.2770, 1.7926, -0.5198], [-4.9692, 2.2517, -1.6834], [-8.0401, 2.7859, -1.5595], [-8.0893, 4.4874, -1.8358], [-6.9778, 3.5523, -2.8181], [-5.0516, 3.5152, 2.3424], [-6.3603, 3.0235, 3.4353], [-6.1460, 2.2589, 1.8661], [-8.6792, 3.2037, 1.1498], [-8.7166, 4.8445, 1.0624], [-8.6707, 4.1386, 2.6975], [4.8226, 6.9873, 0.8441], [5.0288, 5.5188, 0.5947], [3.6980, 4.9359, 0.3608], [6.1546, 4.6096, 1.4767], [5.6814, 4.5078, 2.9417], [6.2066, 3.0793, 0.5748], [6.8178, 2.9796, -0.7238], [5.5743, 1.9221, 1.2413], [7.6648, 5.2851, 1.2498], [8.0045, 6.1416, 0.0904], [8.7755, 4.7398, 2.0787], [5.8202, 7.3455, 1.0983], [4.2203, 7.0407, 1.7510], [4.3168, 7.5553, 0.0633], [3.4876, 4.1927, 1.1300], [3.7099, 4.4081, -0.5928], [2.8550, 5.6268, 0.3586], [6.7984, 1.9492, -1.0786], [6.5505, 3.6664, -1.5270], [7.8314, 3.3765, -0.6682], [6.0552, 1.0350, 0.8293], [5.6836, 2.0352, 2.3199], [4.5054, 1.8342, 1.0470], [7.2482, 5.8541, -0.6400], [7.8521, 7.1746, 0.4031], [8.9431, 5.9278, -0.4208], [8.6431, 3.7564, 2.5298], [9.0325, 5.3972, 2.9093], [9.7209, 4.6636, 1.5415], [1.2719, -1.5771, 7.5922], [1.1604, -0.1129, 7.3890], [1.3578, 0.6449, 8.6602], [1.0146, 0.6874, 5.8130], [0.8931, -0.2151, 4.6452], [-0.3316, 1.7782, 5.8997], [-1.5809, 1.2879, 6.4949], [-0.5992, 2.7848, 4.9071], [2.3407, 1.7986, 5.8834], [3.1654, 1.9048, 4.6506], [2.6586, 2.7903, 6.8706], [2.2399, -1.9129, 7.9639], [1.2286, -2.1079, 6.6411], [0.4508, -1.8693, 8.2469], [0.9558, 1.6503, 8.5354], [2.4167, 0.6980, 8.9132], [0.8444, 0.1260, 9.4697], [-2.1508, 0.6406, 5.8283], [-1.3638, 0.5999, 7.3120], [-2.2472, 2.1049, 6.7717], [0.2742, 2.9437, 4.2747], [-1.3261, 2.3629, 4.2131], [-0.9411, 3.7471, 5.2882], [2.7630, 2.2594, 3.7017], [3.9680, 2.6384, 4.7272], [3.7501, 1.0128, 4.4258], [1.6975, 3.0176, 7.3317], [3.0548, 3.7346, 6.4972], [3.3874, 2.3678, 7.5623], [-5.1570, -0.8852, 3.6012], [-5.6146, -1.9179, 3.1074], [-6.9110, -2.0627, 2.7725], [-7.1186, -3.3526, 2.2487], [-5.6501, -3.8152, 1.9859], [-5.3884, -3.6261, 0.7016], [-4.8371, -2.9415, 2.7678], [-7.5369, -4.0485, 2.9759], [-7.7960, -3.3560, 1.3948], [-5.4720, -4.8619, 2.2322]], "forces_ev_per_a": [[-0.508, 0.553, 1.148], [-1.355, 2.634, 0.912], [-0.331, -0.058, -0.647], [0.783, -0.029, 2.637], [-0.158, 0.456, -0.085], [2.883, -1.497, -2.001], [-0.411, 1.113, 0.135], [-0.204, 0.105, -0.618], [1.176, -0.096, 0.927], [-1.790, -0.399, -0.802], [0.430, -0.354, -2.097], [0.347, -0.328, -0.214], [-0.184, -0.389, 0.021], [-0.211, -0.499, -0.413], [0.552, -0.437, -0.079], [0.214, -0.022, -0.456], [0.273, 0.236, 0.461], [0.483, -0.068, 0.258], [0.010, -0.694, -0.256], [-0.234, 0.009, 0.144], [-0.046, -0.153, -0.143], [-0.683, 0.351, 0.216], [-0.185, -0.171, 0.243], [-0.240, -0.038, -0.001], [-0.126, 0.070, -0.559], [0.229, -0.254, 0.495], [-0.113, -0.249, 0.510], [-0.483, 0.447, -0.347], [-0.133, -0.307, 0.701], [0.917, 1.211, 0.187], [0.124, 0.307, 0.296], [2.040, -0.810, 0.129], [0.960, 0.654, -0.584], [0.586, 0.918, 1.371], [-1.303, -1.075, 0.122], [-0.293, -0.590, -0.550], [-0.047, -0.547, 1.143], [-2.030, -0.926, 1.325], [0.106, -0.408, 0.258], [0.052, -0.156, -1.462], [0.052, -0.223, 0.074], [-0.469, 0.205, -0.068], [0.060, 0.039, -0.515], [-0.275, 0.281, -0.023], [-0.178, 0.412, -0.261], [-0.521, -0.070, 0.004], [0.393, 0.207, 0.050], [-0.466, -0.613, -0.421], [0.579, 0.337, -0.532], [0.299, 0.325, 0.488], [-0.764, 0.195, 0.079], [0.052, 0.014, -0.618], [-0.006, 0.586, -0.306], [-0.128, -0.013, -0.246], [-0.380, -0.341, 0.194], [-0.142, 0.154, 0.350], [0.666, -0.022, -0.275], [0.036, 0.075, -0.169], [0.937, 1.333, 1.241], [-1.531, -0.347, 1.321], [-0.819, -0.237, -0.407], [0.153, -1.747, 0.192], [-0.661, 0.145, 0.562], [0.807, -0.795, -0.411], [-0.329, 1.096, -0.322], [0.566, 0.621, -0.229], [0.043, 1.537, -0.850], [-0.807, -0.242, -1.000], [-0.168, -0.050, 0.122], [-0.902, -0.261, -0.144], [0.344, 0.200, -0.101], [0.522, -0.109, -0.258], [-0.211, 0.323, -0.233], [0.244, 0.553, 0.108], [0.252, -0.452, 0.283], [-0.012, -0.034, -0.697], [-0.132, -0.111, 0.406], [0.927, -0.333, 0.406], [-0.038, -0.173, -0.652], [0.519, -0.223, 0.217], [-0.237, 0.032, 0.032], [0.295, -0.212, -0.423], [0.189, -0.100, 0.774], [-0.155, -0.037, 0.091], [-0.003, -0.347, 0.026], [0.162, -0.165, 0.031], [0.020, 0.101, -0.051], [0.348, -0.636, 0.324], [1.453, 1.160, 0.541], [-0.069, -0.337, 0.483], [1.589, -1.770, 0.595], [0.222, -1.127, 0.160], [-1.918, -1.039, -2.138], [-0.563, 0.177, -0.250], [1.588, 2.493, -1.616], [-2.378, 2.405, -0.768], [0.616, 1.525, 0.176], [-1.457, -1.168, 0.830], [0.189, -0.526, 0.035], [0.552, 0.618, -0.205], [-0.155, 0.278, -0.036], [0.063, 0.366, 0.078], [-0.082, -0.347, -0.817], [0.201, -0.203, 0.389], [0.090, 0.217, 0.146], [0.148, -0.147, -0.024], [0.118, 0.253, 0.568], [-0.473, -0.416, -0.167], [-0.283, -0.093, 0.622], [-0.185, -0.849, 0.392], [-0.009, 0.233, 0.143], [0.058, -0.088, 0.060], [0.023, -1.048, 0.163], [-0.246, 0.004, 0.447], [0.248, -0.067, 0.084], [0.357, 0.202, -0.226], [0.336, -0.959, -0.829], [-0.146, -1.091, 0.776], [-1.197, 0.787, 0.798], [-0.508, 0.946, 0.109], [0.263, -1.491, 0.692], [-0.625, -0.028, -1.623], [-1.601, 0.919, 0.536], [1.208, 0.431, 0.490], [-0.140, 0.702, 0.881], [0.889, 0.055, -1.189], [-0.448, 0.803, -0.804], [0.006, 0.096, 0.062], [0.213, 0.387, 0.167], [-0.283, -0.169, -0.373], [0.034, 0.055, -0.413], [0.865, 0.297, -0.598], [-0.040, -0.125, 0.432], [0.216, 0.191, -0.486], [0.375, -0.841, -0.210], [0.171, -0.104, 0.177], [0.264, -0.376, -0.046], [0.532, 0.311, 0.356], [-0.302, -0.347, -0.137], [0.129, -0.119, 0.306], [-0.454, 0.530, -0.040], [-0.131, -0.394, 0.179], [0.334, -0.890, 0.366], [0.002, 0.543, 0.415], [-0.015, -0.154, -0.034], [1.264, -1.505, 1.447], [-0.530, 1.721, -1.011], [0.687, -1.629, -0.133], [-1.609, -1.255, 1.041], [1.594, -0.595, -3.075], [-1.233, 2.010, 2.488], [1.076, 0.616, 0.007], [0.287, 0.561, -0.809], [0.772, -0.726, 0.241], [-1.529, -0.820, 0.349], [0.292, 0.666, 0.268], [-0.256, 0.723, -0.191], [-0.105, 0.416, 0.130], [0.371, -0.424, -0.348], [-0.213, -0.112, 0.148], [-0.216, -0.049, -0.122], [0.480, 0.399, 0.073], [0.112, 0.150, -0.001], [-1.616, -0.079, -0.065], [0.799, -0.798, 0.409], [0.035, -0.225, 0.437], [0.236, -0.265, -0.079], [-0.194, 0.044, -0.220], [-0.089, 0.668, -0.309], [0.537, 0.164, -0.510], [0.299, 0.028, 0.690], [-0.736, -0.030, -0.301], [-0.327, 0.227, 0.149], [-0.249, 0.031, -0.660], [-0.242, 0.808, -1.091], [-0.313, 0.497, -1.119], [-0.201, -0.382, -1.364], [0.109, 1.709, 2.491], [0.955, 0.108, 0.703], [0.361, -1.084, 1.947], [0.340, -0.856, -0.205], [0.720, -0.616, -1.206], [-0.016, -1.007, -3.757], [1.227, -0.084, -0.091], [-0.989, -0.217, 0.717], [0.127, 0.444, 0.584], [-0.560, 0.187, -0.144], [0.153, -0.415, 0.062], [-0.009, -0.181, 0.285], [0.083, 0.083, 0.063], [-0.172, 0.031, -0.017], [-0.136, 0.105, -0.625], [0.055, 0.480, 0.430], [0.260, 0.074, 0.291], [0.243, 0.222, 0.196], [-0.467, 0.295, -0.176], [-0.046, -0.120, 0.309], [-1.150, -0.291, 0.156], [-0.034, 0.256, 0.883], [-0.383, -0.477, 0.037], [0.341, 0.331, 0.625], [-0.044, -0.221, -0.523], [-0.073, 0.306, 0.415], [-1.399, -2.810, -1.036], [1.295, 4.824, 1.471], [0.057, 0.088, 0.340], [1.079, -1.174, 0.489], [-1.317, -0.306, 0.699], [0.848, 0.213, -1.673], [-1.075, -1.527, -0.699], [-0.215, 0.323, 0.405], [0.510, 0.261, -0.204], [0.272, 0.160, 0.177]], "mulliken_charge": [-0.46, 0.90, -1.07, 0.21, -1.11, 1.04, -0.48, -1.20, 0.63, -0.02, -0.73, -0.34, 0.47, 0.40, 0.64, -0.17, 0.19, -0.41, 0.24, 0.35, 0.05, 0.26, 0.29, -0.12, -0.59, 0.49, 0.20, 0.22, 0.09, -1.08, 0.24, -0.63, 0.43, -0.91, 0.55, -0.85, -0.27, 0.23, -1.12, -1.11, 0.34, 0.37, 0.33, 0.28, 0.37, -0.07, 0.07, 0.34, 0.23, 0.30, 0.37, -0.46, 0.45, 0.32, 0.32, 0.47, 0.26, 0.32, -1.19, 0.38, -1.14, 0.42, -0.84, 0.32, -0.97, -1.00, 0.32, -1.37, -0.54, 0.35, 0.34, 0.39, 0.40, 0.36, 0.29, 0.52, 0.24, 0.07, 0.36, 0.28, 0.32, 0.31, 0.37, 0.49, -0.02, 0.27, 0.26, -1.02, 0.31, -1.06, 0.43, -0.84, 0.32, -1.22, -1.13, 0.26, -0.95, -0.99, 0.36, 0.35, 0.22, 0.30, 0.37, 0.31, 0.28, 0.31, 0.30, 0.31, 0.34, 0.37, 0.21, 0.35, 0.30, 0.26, 0.41, 0.33, -1.13, 0.59, -1.18, 0.13, -0.85, 0.49, -0.70, -1.11, 0.22, -0.82, -1.09, 0.32, 0.38, 0.34, 0.46, 0.33, 0.24, -0.36, 0.39, 0.50, 0.30, 0.34, 0.37, 0.10, 0.47, 0.27, 0.32, 0.37, 0.33, -1.01, 0.20, -1.00, 0.04, -0.85, 0.41, -0.98, -0.91, 0.35, -1.05, -1.04, 0.33, 0.42, 0.26, 0.03, 0.30, 0.49, 0.34, 0.36, 0.30, 0.43, 0.21, 0.32, 0.36, 0.32, 0.35, 0.29, 0.35, 0.37, -0.92, 0.45, -1.08, 0.11, -0.61, 0.17, -1.02, -0.84, 0.41, -1.00, -1.03, 0.34, 0.13, 0.31, 0.32, 0.27, 0.39, 0.31, 0.30, 0.36, 0.16, 0.24, 0.34, 0.13, 0.61, 0.26, 0.38, 0.41, 0.24, -0.52, 0.60, -0.30, -0.45, 0.31, -0.28, -0.24, 0.28, 0.31, 0.29], "gap_ev": 8.0, "smiles": "CN(C)P(=O)(N(C)C)N(C)C.CN(C)P(=O)(N(C)C)N(C)C.CN(C)P(=O)(N(C)C)N(C)C.CN(C)P(=O)(N(C)C)N(C)C.CN(C)P(=O)(N(C)C)N(C)C.CN(C)P(=O)(N(C)C)N(C)C.CN(C)P(=O)(N(C)C)N(C)C.O=C1OC[C@@H](F)O1", "multiplicity": 1, "fmax_ev_per_a": 5.21, "lumo_energy_ha": 0.0074}